Entry 1:
DFT (the ωB97M-V functional and the def2-TZVPD basis) results for a molecular structure, C33H41F3N3O5P2ReS2 at a distorted geometry.

Last column: Löwdin spin population.
Element x y z (Å)
Re -0.1901 -0.4737 0.1097  0.845
O -0.0581 1.5602 0.6687  0.038
S 0.2661 2.3464 1.9815  0.004
C -1.1116 3.5288 2.0953  0.001
C -2.4215 2.8719 1.6862  0.000
C -2.7736 1.6322 2.5073  0.000
C -3.9396 0.8579 1.9083  0.002
S -3.5204 0.2206 0.2712  0.007
O -2.1260 -0.4686 0.5113  0.031
C -4.6360 -1.1076 0.0729  0.001
C -4.5420 -2.2470 0.8737  0.000
C -5.4683 -3.2541 0.6889  0.000
C -6.4716 -3.1150 -0.2702  0.000
C -6.5516 -1.9780 -1.0568  0.000
C -5.6190 -0.9600 -0.8982  0.000
C 1.5824 3.4350 1.5347  0.002
C 2.2842 4.0171 2.5835  0.000
C 3.3030 4.9087 2.2828  0.000
C 3.6120 5.1902 0.9589  0.000
C 2.9039 4.5900 -0.0747  0.000
C 1.8752 3.7033 0.2054  0.000
H -0.8799 4.4021 1.4883  0.000
H -1.1068 3.8179 3.1487  0.000
H -2.3372 2.6011 0.6307  0.000
H -3.2136 3.6206 1.7524  0.000
H -3.0312 1.8937 3.5350  0.000
H -1.9140 0.9580 2.5605  0.000
H -4.7985 1.5010 1.6961  0.000
H -4.2699 0.0251 2.5280  0.000
H -3.7634 -2.3348 1.6216  0.000
H -5.4276 -4.1458 1.2992  0.000
H -7.1986 -3.9049 -0.3994  0.000
H -7.3343 -1.8798 -1.7954  0.000
H -5.6694 -0.0685 -1.5106  0.000
H 2.0544 3.7783 3.6145  0.000
H 3.8589 5.3764 3.0828  0.000
H 4.4116 5.8813 0.7314  0.000
H 3.1477 4.8246 -1.1021  0.000
H 1.3066 3.2385 -0.5896  0.000
C -1.7482 1.9570 -2.0408  -0.002
P -0.8811 0.3665 -2.0596  -0.011
C -1.9757 -0.8331 -2.8491  -0.001
C 0.4588 0.6688 -3.2144  -0.001
C 0.2207 1.1627 -4.4993  0.000
C 1.2882 1.3960 -5.3474  0.000
C 2.5904 1.1433 -4.9195  0.000
C 2.8227 0.6475 -3.6488  -0.001
C 1.7450 0.4046 -2.7954  -0.002
P 1.9231 -0.3600 -1.1836  -0.004
C 2.4511 -2.0419 -1.5831  0.002
C 3.3049 0.4825 -0.3659  -0.001
H -1.1716 2.6656 -1.4467  0.000
H -2.7537 1.8711 -1.6387  0.000
H -1.8194 2.3294 -3.0625  -0.001
H -2.2833 -0.4581 -3.8264  0.000
H -2.8645 -1.0075 -2.2416  0.000
H -1.4431 -1.7749 -2.9735  0.000
H -0.7838 1.3702 -4.8454  0.000
H 1.1107 1.7781 -6.3427  0.000
H 3.4223 1.3293 -5.5847  0.000
H 3.8391 0.4455 -3.3338  0.000
H 3.3325 -1.9743 -2.2221  0.000
H 1.6536 -2.5499 -2.1225  0.000
H 2.6982 -2.5920 -0.6766  0.000
H 3.6258 1.3234 -0.9768  0.000
H 4.1288 -0.2223 -0.2471  0.000
H 3.0222 0.8563 0.6156  0.000
C -0.8314 -5.1714 -0.5952  0.000
N -0.9626 -4.4297 0.6703  0.005
C -1.2760 -5.0739 1.8367  -0.001
C -1.3571 -4.4080 3.0081  0.004
C -1.0658 -3.0099 3.0004  0.001
N -0.7887 -2.3888 1.8481  0.007
C -0.7420 -3.0970 0.7230  0.004
O -0.4795 -2.4633 -0.3719  0.021
N -1.0717 -2.2844 4.1135  0.000
H -1.3790 -6.1037 -0.4968  0.000
H 0.2185 -5.3771 -0.7941  0.000
H -1.2536 -4.5798 -1.4007  0.000
H -1.4469 -6.1381 1.7554  0.000
H -1.6019 -4.9276 3.9222  0.000
H -1.1942 -2.7330 5.0077  0.000
H -0.6660 -1.3556 4.0954  0.000
F 2.6290 -2.2540 3.9982  0.000
C 2.8825 -1.7576 2.7916  -0.001
F 3.9258 -0.9337 2.8576  0.000
F 3.1764 -2.7612 1.9642  0.001
C 1.6515 -0.9555 2.3052  0.008
O 1.0264 -0.2579 3.0602  0.008
O 1.4267 -1.1307 1.0190  0.031

Its relative energy (zero: lowest compared OMol25 entry of this formula, charge and spin) is 3.2 kcal per mole. The charge is +3. As for the gap between HOMO and LUMO (spin up / spin down): 0.291 / 0.287 hartree. The calculated total energy comes out at -3678.76955 Eh. As for the spin multiplicity: 2.



Entry 2:
DFT (the ωB97M-V functional and the def2-TZVPD basis) results for a molecular structure, C7H12 at a distorted geometry.

Last column: natural (NBO) charge in e.
Element x y z (Å)
C -0.8305 1.4030 1.1288  -0.624
C -0.2301 0.5274 0.1610  -0.060
C -1.1856 -0.5416 -0.3317  -0.385
C -0.0928 -1.5063 -1.1089  -0.393
C 1.1316 -0.7069 -0.6771  -0.254
C 0.7483 -0.5173 0.7603  -0.388
C 1.0204 0.7707 -0.8524  -0.398
H -0.2654 1.9053 2.0278  0.216
H -1.0854 2.2410 0.4405  0.219
H -1.6817 0.9057 1.6942  0.215
H -1.9859 -0.2089 -1.0959  0.191
H -1.6967 -0.8137 0.4902  0.195
H -0.1190 -2.3407 -0.4770  0.207
H -0.2965 -1.6929 -2.2192  0.218
H 2.0167 -1.4538 -0.9006  0.214
H 1.5371 0.3134 1.3769  0.178
H 0.3281 -1.1201 1.6276  0.222
H 1.9515 1.4201 -0.4291  0.215
H 0.7358 1.4158 -1.6155  0.213

Its relative energy (zero: lowest compared OMol25 entry of this formula, charge and spin) is 98.3 kcal per mole. As for the gap between HOMO and LUMO: 0.392 hartree. The calculated total energy comes out at -273.75193 Eh.



Entry 3:
DFT (the ωB97M-V functional and the def2-TZVPD basis) results for a molecular structure, CH3NOP2S at a distorted geometry.

Last column: natural (NBO) charge in e.
Element x y z (Å)
C 0.7063 1.0146 0.6500  -0.213
N -0.3886 1.5925 0.3248  -0.558
O 0.1205 -1.1696 -0.6791  -1.042
P 1.0405 -0.8066 0.7709  0.822
P -1.4878 -1.0712 -0.2998  0.706
S -1.7078 1.0159 -0.5494  0.163
H 1.4142 1.6336 1.1923  0.192
H 2.3738 -0.6933 0.1489  -0.034
H -2.0711 -1.5159 -1.5586  -0.035

Its relative energy (zero: lowest compared OMol25 entry of this formula, charge and spin) is 40.6 kcal per mole. As for the gap between HOMO and LUMO: 0.312 hartree. The calculated total energy comes out at -1250.75488 Eh.



Entry 4:
DFT (the ωB97M-V functional and the def2-TZVPD basis) results for a molecular structure, C36H38Cl3N4ORhSSeTe at a distorted geometry.

Last column: Löwdin charge in e.
Element x y z (Å)
Rh -1.4370 0.2892 0.4081  0.482
Cl -2.2490 7.4851 0.5126  0.732
C -2.2942 5.7869 0.2246  -0.661
C -1.4052 4.9635 0.8951  -0.111
C -1.4847 3.6106 0.6271  -0.510
Cl -0.4046 2.4892 1.4402  0.822
C -2.3694 3.0316 -0.2704  -0.450
O -2.3833 1.7398 -0.5260  -0.262
C -3.2688 3.9066 -0.9000  -0.574
Cl -4.4313 3.2382 -1.9837  0.752
C -3.2295 5.2669 -0.6658  -0.099
H -0.6980 5.3687 1.6037  0.117
H -3.9231 5.9256 -1.1673  0.119
C -2.7731 -3.0566 1.8312  -0.342
Te -0.9878 -1.8980 1.7201  1.480
C -0.4778 -3.2659 0.1721  -0.398
C -1.1809 -4.5345 0.5836  -0.295
C -0.7408 -5.7864 0.1734  -0.024
C -1.4211 -6.9232 0.5767  -0.051
C -2.5362 -6.8163 1.3980  -0.049
C -2.9739 -5.5708 1.8171  -0.021
C -2.3032 -4.4270 1.4016  -0.292
H -3.5265 -2.6243 1.1802  0.052
H -3.1340 -3.0376 2.8573  0.076
H 0.6020 -3.3602 0.0959  0.056
H -0.8677 -2.8519 -0.7594  0.038
H 0.1350 -5.8756 -0.4559  0.121
H -1.0715 -7.8975 0.2653  0.116
H -3.0551 -7.7058 1.7252  0.116
H -3.8363 -5.4889 2.4650  0.123
C 4.7703 -0.9838 0.3794  -0.083
C 4.3615 -1.1248 1.8441  -0.222
C 2.8502 -1.1628 2.0882  -0.183
C 2.1458 0.1879 2.1540  -0.158
N 2.4149 1.0423 0.9977  -0.024
C 1.8495 0.9768 -0.2161  -0.576
Se 0.5583 -0.2716 -0.8532  0.853
N 2.4078 1.8938 -1.0167  0.006
C 2.1419 2.1363 -2.4415  -0.124
C 3.2625 1.5959 -3.3210  -0.166
C 3.3290 0.0695 -3.3574  -0.247
C 2.2348 -0.5558 -4.2146  -0.102
C 3.3597 2.5986 -0.2897  -0.140
C 4.2066 3.6432 -0.6551  0.019
C 5.0459 4.1190 0.3282  -0.036
C 5.0491 3.5752 1.6267  -0.036
C 4.2077 2.5456 1.9874  0.015
C 3.3515 2.0714 0.9952  -0.156
H 5.8306 -1.1960 0.2547  0.086
H 4.6013 0.0171 -0.0202  0.055
H 4.2205 -1.6916 -0.2457  0.077
H 4.8141 -0.3287 2.4420  0.107
H 4.7796 -2.0557 2.2283  0.116
H 2.6400 -1.6550 3.0408  0.124
H 2.3844 -1.7724 1.3049  0.084
H 2.4638 0.7534 3.0291  0.134
H 1.0652 0.0652 2.2310  0.026
H 2.0205 3.2138 -2.5544  0.138
H 1.1851 1.6696 -2.6716  0.088
H 4.2145 2.0086 -2.9822  0.111
H 3.0977 1.9839 -4.3286  0.129
H 3.2836 -0.3267 -2.3354  0.076
H 4.3047 -0.2295 -3.7419  0.119
H 1.2356 -0.3551 -3.8194  0.031
H 2.3490 -1.6372 -4.2758  0.081
H 2.2684 -0.1653 -5.2318  0.085
H 4.2046 4.0661 -1.6489  0.124
H 5.7213 4.9305 0.0988  0.121
H 5.7345 3.9762 2.3597  0.121
H 4.2200 2.1372 2.9873  0.119
N -2.3212 -1.0839 -2.5441  0.143
C -3.2696 -0.9287 -1.6117  -0.660
N -3.0140 -0.6518 -0.3474  -0.131
C -4.2004 -0.4554 0.3869  -0.343
C -4.2909 -0.0509 1.7129  -0.052
C -5.5481 0.0951 2.2721  -0.044
C -6.6991 -0.1642 1.5276  -0.046
C -6.6137 -0.5623 0.2045  -0.049
C -5.3513 -0.6968 -0.3516  -0.441
S -4.9375 -1.1156 -1.9957  1.181
H -1.4075 -0.6946 -2.3697  0.010
H -2.5836 -1.1984 -3.5091  0.122
H -3.4060 0.1563 2.3092  0.093
H -5.6398 0.4125 3.3011  0.119
H -7.6702 -0.0470 1.9857  0.120
H -7.5055 -0.7605 -0.3728  0.124

Its relative energy (zero: lowest compared OMol25 entry of this formula, charge and spin) is 0.0 kcal per mole. The charge is +2. As for the gap between HOMO and LUMO (spin up / spin down): 0.197 / 0.197 hartree. The calculated total energy comes out at -6247.20959 Eh.